Record 1
Entry from OMol25: a structure of composition C43H37Br2ClN6O6RhSi (the ωB97M-V functional and the def2-TZVPD basis).

Results
Charge: +1
HOMO (spin up / spin down) in eV: -8.62 / -11.68
Orbital gap (spin up / spin down) in eV: 5.628 / 5.447
Spin multiplicity: 5
DFT total energy in hartree: -8448.8780
ΔE to the lowest compared entry with this formula, charge and spin in kJ/mol: 0.0

```
97
Properties=species:S:1:pos:R:3:mulliken_charge:R:1
Rh 0.4023 0.7815 -0.9360 -0.193
O 1.5954 3.2821 4.2981 -0.589
C 2.5578 2.4372 3.9991 0.305
O 3.4660 2.1797 4.7446 -0.590
C 2.4601 1.7687 2.6606 0.398
C 3.3833 0.8685 2.1387 0.428
Cl 4.8209 0.3176 2.8240 -0.094
N 2.9199 0.4349 0.9382 0.045
N 1.7635 1.0617 0.6561 1.339
C 1.4747 1.8590 1.6691 -1.154
C 0.2558 2.7190 1.4827 0.619
O -0.1031 3.4753 2.3869 -0.893
O -0.2850 2.5934 0.3413 -0.125
C 3.4627 -0.5318 0.0402 -0.328
C 2.6172 -1.5108 -0.4740 0.686
C 3.1153 -2.4595 -1.3509 -1.103
C 4.4522 -2.4315 -1.7181 -0.713
C 5.2864 -1.4456 -1.2117 -0.911
C 4.7998 -0.4921 -0.3313 -0.471
H 0.9129 3.3950 3.5796 0.428
H 1.5791 -1.5626 -0.1548 0.162
H 2.4593 -3.2322 -1.7314 0.550
H 4.8468 -3.1799 -2.3920 0.455
H 6.3267 -1.4128 -1.5057 0.458
H 5.4528 0.2795 0.0478 0.549
Br 5.4388 0.9515 -5.1638 -0.121
C 3.9383 1.0328 -4.0262 -0.727
C 3.9231 1.9892 -2.9857 -0.719
C 2.8480 1.9915 -2.1409 -1.043
N 1.8163 1.1471 -2.2755 1.188
C 1.7836 0.2451 -3.3293 0.711
C 2.8884 0.1796 -4.2059 -0.633
C 0.5951 -0.5119 -3.4298 0.736
C 0.3091 -1.4965 -4.4030 -1.180
C -0.9154 -2.0994 -4.4059 -0.624
Br -1.2849 -3.4833 -5.6332 -0.113
C -1.9157 -1.7186 -3.4796 -0.489
C -1.5773 -0.7949 -2.5298 -0.928
N -0.3625 -0.2348 -2.4649 1.335
H 4.7272 2.6984 -2.8665 0.509
H 2.7841 2.7010 -1.3249 0.509
H 2.9030 -0.5470 -5.0054 0.644
H 1.0567 -1.7737 -5.1321 0.577
H -2.9006 -2.1582 -3.5010 0.527
H -2.2832 -0.4888 -1.7691 0.405
N -3.7327 4.9376 -0.3804 -0.310
C -3.7450 4.8416 -1.7331 0.246
O -4.6281 5.2887 -2.4335 -0.607
C -2.5765 4.1191 -2.3474 -0.124
C -2.1666 4.4928 -3.6210 -0.421
C -1.1192 3.8123 -4.2168 -1.221
C -0.5100 2.7860 -3.5129 -0.259
N -0.9056 2.4324 -2.2938 0.657
C -1.9227 3.0684 -1.7239 0.199
H -4.4653 5.4842 0.0422 0.221
H -2.9193 4.7220 0.1699 0.208
H -2.6795 5.3042 -4.1200 0.504
H -0.7745 4.0668 -5.2089 0.498
H 0.3047 2.2294 -3.9565 0.443
H -2.2142 2.7301 -0.7392 0.305
C -3.9177 -0.2783 0.7859 -1.124
C -3.1902 -0.3146 2.1135 1.827
C -2.8788 1.0699 2.6426 -1.059
C -3.8411 -1.2395 3.1134 -1.790
Si -1.3062 -1.1028 1.6455 -3.485
O -0.8731 -0.1702 0.4707 3.632
C -0.2279 -1.1801 3.1861 1.801
C 0.9995 -1.8159 2.9747 -0.585
C 1.8891 -2.0190 4.0162 -0.712
C 1.5821 -1.5662 5.2911 -0.706
C 0.3675 -0.9396 5.5215 -1.041
C -0.5318 -0.7602 4.4798 -0.395
C -1.6504 -2.8776 1.1080 0.730
C -1.4132 -3.2384 -0.2181 0.109
C -1.5413 -4.5567 -0.6293 -0.689
C -1.9299 -5.5273 0.2833 -0.652
C -2.1677 -5.1821 1.6070 -0.860
C -2.0207 -3.8665 2.0197 -0.457
H -4.9245 0.1132 0.9669 0.622
H -4.0191 -1.2706 0.3441 0.285
H -3.4173 0.3835 0.0807 -0.240
H -3.8308 1.5969 2.7744 0.572
H -2.2712 1.6463 1.9430 -0.125
H -2.3765 1.0556 3.6076 0.194
H -4.7301 -0.7336 3.5070 0.562
H -3.2003 -1.4680 3.9667 0.237
H -4.1583 -2.1713 2.6493 0.413
H 1.2479 -2.1905 1.9855 0.391
H 2.8218 -2.5334 3.8289 0.525
H 2.2812 -1.7104 6.1038 0.413
H 0.1134 -0.5923 6.5141 0.447
H -1.4775 -0.2842 4.7042 0.151
H -1.1175 -2.4791 -0.9313 0.004
H -1.3396 -4.8226 -1.6597 0.525
H -2.0439 -6.5551 -0.0356 0.412
H -2.4690 -5.9369 2.3216 0.456
H -2.1771 -3.6210 3.0639 0.452
```

---

Record 2
Entry from OMol25: the molecule C6H14O4S3 (the ωB97M-V functional and the def2-TZVPD basis).

Results
Charge: 0
HOMO in eV: -9.32
Orbital gap in eV: 9.903
DFT total energy in hartree: -1732.4388
ΔE to the lowest compared entry with this formula, charge and spin in kJ/mol: 0.0

```
27
Properties=species:S:1:pos:R:3:mulliken_charge:R:1
O 2.0072 2.5050 3.0946 -0.631
O -3.1649 0.1786 -2.3842 -0.628
O 0.6096 -2.1693 0.8572 -0.708
O 1.1993 -0.7753 -1.0490 -0.675
S 3.2129 1.9395 2.4452 0.482
S -3.4983 -0.9616 -1.5063 0.506
C 3.4978 3.1346 1.1617 -0.827
C -4.0482 -2.2790 -2.6086 -0.917
C 2.5758 0.4774 1.5246 -0.868
C -1.8535 -1.5399 -1.0127 -0.857
C 1.0271 0.5280 1.3038 -0.781
C -1.2711 -0.4827 -0.0564 -0.975
S 0.4528 -0.8258 0.2016 1.276
H 4.3691 3.7320 1.4245 0.340
H 2.6678 3.8209 1.0161 0.288
H 3.6864 2.5728 0.2264 0.281
H -3.1983 -2.6462 -3.1488 0.292
H -4.7816 -1.8492 -3.2854 0.353
H -4.5147 -3.0554 -2.0070 0.337
H 3.1479 0.3205 0.5760 0.424
H 2.8073 -0.3854 2.1260 0.456
H -1.1890 -1.7460 -1.8741 0.487
H -1.9135 -2.4856 -0.4792 0.490
H 0.4848 0.4803 2.2379 0.439
H 0.7867 1.4650 0.7706 0.418
H -1.3271 0.5278 -0.4663 0.534
H -1.7725 -0.4809 0.9119 0.463
```

---

Record 3
Entry from OMol25: a structure of composition C11H24HgN4O3Ta (the ωB97M-V functional and the def2-TZVPD basis).

Results
Charge: +2
HOMO (spin up / spin down) in eV: -15.59 / -15.48
Orbital gap (spin up / spin down) in eV: 6.327 / 4.200
Spin multiplicity: 2
DFT total energy in hartree: -1087.9190

```
44
Properties=species:S:1:pos:R:3:mulliken_charge:R:1
N 2.4081 -0.6008 0.4847 -0.639
C 3.2604 -1.3683 0.9906 0.963
O 4.4381 -1.6566 1.3467 -0.409
Hg 4.1800 -0.3308 -1.2751 0.787
Ta 0.4220 -0.0810 0.5674 0.793
N -0.8638 -1.5598 -0.1989 0.277
N -0.2459 1.7696 -0.2720 0.089
C -0.4128 -2.9774 -0.3052 1.208
C 0.2043 3.1549 0.1632 1.368
C 0.7069 -3.0535 -1.3454 -1.180
C -1.5115 -3.9162 -0.7943 -1.922
C 0.0988 -3.4623 1.0466 -1.339
C 0.2143 4.1332 -1.0339 -1.846
C -0.6860 3.8088 1.2555 -1.324
C 1.6706 3.0198 0.6375 -1.471
H 0.3388 -2.6755 -2.3092 0.374
H 1.0510 -4.1013 -1.4175 0.473
H 1.5480 -2.4002 -1.0538 0.119
H -2.3624 -3.9527 -0.1049 0.475
H -1.0051 -4.8777 -0.8261 0.500
H -1.8658 -3.6295 -1.7716 0.465
H 0.9938 -2.9155 1.3820 0.135
H 0.3822 -4.5270 0.9564 0.493
H -0.6829 -3.3584 1.8232 0.346
H 0.7966 3.6393 -1.8706 0.448
H 0.7875 5.0239 -0.7230 0.496
H -0.7819 4.4936 -1.3401 0.438
H -1.7260 3.9709 0.9131 0.365
H -0.2578 4.8051 1.5257 0.381
H -0.6985 3.1647 2.1581 0.298
H 1.7696 2.3601 1.5209 0.380
H 2.0122 4.0626 0.8277 0.493
H 2.2634 2.5939 -0.2060 0.196
C -1.3739 1.8638 -1.2945 -0.989
H -1.3757 0.9089 -1.8540 0.304
H -2.3821 2.0418 -0.9014 0.355
H -1.1877 2.6723 -2.0172 0.360
C -2.2274 -1.3086 -0.6525 -1.048
H -2.9474 -2.0198 -0.2050 0.320
H -2.6021 -0.3632 -0.2383 0.355
H -2.3433 -1.2629 -1.7790 0.387
O 0.0177 -1.1980 3.4588 -0.325
N 0.0576 -0.6854 2.3848 0.575
O -0.0817 0.7951 2.3470 -0.519
```

---

Record 4
Entry from OMol25: a structure of composition C10H18Cl2F3IrO7S (the ωB97M-V functional and the def2-TZVPD basis).

Results
Charge: +2
HOMO in eV: -16.66
Orbital gap in eV: 9.175
DFT total energy in hartree: -2640.3082
ΔE to the lowest compared entry with this formula, charge and spin in kJ/mol: 12.2

```
42
Properties=species:S:1:pos:R:3:mulliken_charge:R:1
Ir -0.0485 0.9255 -0.0414 3.080
C -1.5707 -0.1644 2.2702 -0.456
C -0.1554 0.2185 2.7351 -0.751
O 0.8119 -0.0221 1.6777 -0.603
C 1.5257 -1.2962 1.8188 -0.542
C 2.2385 -1.6032 0.5308 -0.740
O 1.1878 -1.6443 -0.4075 -0.228
C 1.4770 -1.7637 -1.7864 -0.596
C 0.2938 -1.0865 -2.5147 -0.560
O -0.6481 -0.5055 -1.5795 -0.529
C -1.6599 -1.4325 -1.1026 -0.530
C -2.4918 -0.7048 -0.0800 -0.670
O -1.5370 -0.1066 0.8287 -0.919
H -2.3067 0.5430 2.6510 0.324
H -1.8519 -1.1767 2.5595 0.543
H 0.1440 -0.3635 3.6044 0.585
H -0.0909 1.2749 2.9795 0.317
H 0.7923 -2.0740 2.0342 0.383
H 2.2126 -1.1700 2.6546 0.409
H 2.7574 -2.5622 0.6188 0.435
H 2.9720 -0.8298 0.2771 0.368
H 1.5743 -2.8150 -2.0603 0.375
H 2.4101 -1.2520 -2.0350 0.353
H -0.2527 -1.7880 -3.1423 0.450
H 0.6241 -0.2566 -3.1349 0.376
H -1.1606 -2.3008 -0.6714 0.342
H -2.2834 -1.7396 -1.9437 0.554
H -3.1233 -1.4099 0.4611 0.531
H -3.1009 0.0926 -0.5015 0.246
Cl 2.6713 4.5767 -0.9424 -0.027
C 1.9852 3.3295 -1.8952 -0.318
Cl 1.9860 1.6996 -0.9714 -0.077
H 2.6000 3.0909 -2.7567 0.420
H 0.9459 3.5125 -2.1460 0.250
F -2.8383 4.3286 1.5469 -0.167
C -2.8242 3.4846 0.5452 0.609
F -3.1811 2.2656 0.9716 -0.165
F -3.6138 3.8661 -0.4282 -0.161
S -1.1025 3.3712 -0.1096 0.869
O -1.1290 2.2754 -1.1573 -0.732
O -0.6979 4.6550 -0.5161 -0.421
O -0.2889 2.6872 0.9798 -0.630
```